{
  "formula": "C51H134F3N11O14Pd",
  "method": "the ωB97M-V functional and the def2-TZVPD basis",
  "symbols": ["Pd", "C", "O", "O", "C", "F", "F", "F", "C", "C", "H", "H", "H", "H", "H", "H", "C", "C", "C", "O", "H", "H", "H", "H", "H", "H", "H", "C", "C", "C", "O", "C", "N", "H", "H", "H", "H", "H", "H", "H", "H", "H", "H", "H", "C", "C", "C", "O", "C", "N", "H", "H", "H", "H", "H", "H", "H", "H", "H", "H", "H", "C", "C", "C", "O", "C", "N", "H", "H", "H", "H", "H", "H", "H", "H", "H", "H", "H", "C", "C", "C", "O", "C", "N", "H", "H", "H", "H", "H", "H", "H", "H", "H", "H", "H", "C", "C", "C", "O", "C", "N", "H", "H", "H", "H", "H", "H", "H", "H", "H", "H", "H", "C", "C", "C", "O", "C", "N", "H", "H", "H", "H", "H", "H", "H", "H", "H", "H", "H", "C", "C", "C", "O", "C", "N", "H", "H", "H", "H", "H", "H", "H", "H", "H", "H", "H", "C", "C", "C", "O", "C", "N", "H", "H", "H", "H", "H", "H", "H", "H", "H", "H", "H", "C", "C", "C", "O", "C", "N", "H", "H", "H", "H", "H", "H", "H", "H", "H", "H", "H", "C", "C", "C", "O", "C", "N", "H", "H", "H", "H", "H", "H", "H", "H", "H", "H", "H", "C", "C", "C", "O", "C", "N", "H", "H", "H", "H", "H", "H", "H", "H", "H", "H", "H"],
  "coordinates": [[5.97282, 5.46817, 0.18682], [4.92810, 6.92367, 7.07190], [5.94562, 7.92031, 7.29816], [5.10813, 6.57672, 5.71562], [5.00127, 5.82060, 8.17962], [6.24322, 5.57193, 8.58496], [4.33518, 6.19101, 9.30080], [4.47089, 4.63751, 7.84579], [5.74052, 8.97495, 8.26817], [7.05920, 9.68188, 8.58104], [7.77448, 8.89866, 8.83215], [7.38593, 10.33498, 7.77185], [6.93414, 10.29181, 9.47572], [5.45316, 8.58001, 9.24262], [5.01698, 9.74222, 7.99270], [3.96895, 7.42972, 7.18161], [1.38853, -0.18229, -0.97135], [1.22928, 1.37097, -0.83244], [0.69389, 1.60543, 0.59278], [2.45398, 2.04057, -1.04397], [1.81379, -0.41067, -1.94865], [0.45035, -0.73668, -0.94759], [1.96939, -0.66254, -0.18391], [0.39989, 1.66141, -1.47731], [1.42020, 1.43713, 1.38792], [-0.26613, 1.09004, 0.62138], [0.50146, 2.65911, 0.79484], [-3.43921, -8.55951, -0.48439], [-4.88914, -9.09531, -0.56518], [-5.00017, -10.62725, -0.67156], [-4.23721, -11.14356, -1.74091], [-4.21656, -12.58154, -1.87091], [-5.54718, -8.49844, 0.58968], [-2.80738, -9.10566, 0.21605], [-3.32734, -7.48992, -0.30670], [-2.96465, -8.71907, -1.45259], [-5.38454, -8.54963, -1.36825], [-6.02688, -10.98568, -0.59743], [-4.54647, -10.98650, 0.25212], [-3.31439, -12.79663, -2.44357], [-5.03130, -12.85989, -2.53936], [-4.22752, -13.21739, -0.98566], [-5.57358, -7.49224, 0.50624], [-5.01680, -8.67275, 1.43136], [-4.10149, 3.74234, 13.29769], [-4.45729, 3.68826, 11.81284], [-3.32534, 3.12325, 10.91680], [-3.61670, 3.52807, 9.55614], [-2.68291, 3.09780, 8.56908], [-5.51656, 2.73636, 11.80820], [-4.84337, 4.29783, 13.87140], [-3.18448, 4.31692, 13.42825], [-3.91004, 2.75622, 13.72079], [-4.77782, 4.66729, 11.45664], [-3.13345, 2.06066, 11.06573], [-2.41604, 3.69689, 11.09628], [-2.20799, 2.14292, 8.79438], [-1.87251, 3.82661, 8.58270], [-3.03888, 3.02776, 7.54123], [-5.64535, 2.63044, 10.81206], [-6.33742, 3.30382, 11.96403], [8.59981, 0.31377, 1.91346], [9.88559, 1.06607, 1.68576], [11.07164, 0.10847, 1.36361], [12.19145, 0.90513, 0.95066], [13.26852, 0.12266, 0.45535], [9.71498, 1.88226, 0.51967], [8.59570, -0.42547, 2.71447], [8.22502, -0.20569, 1.03153], [7.72642, 0.96495, 1.94898], [10.18269, 1.66019, 2.54996], [10.74774, -0.67838, 0.68239], [11.34462, -0.42688, 2.27299], [13.58589, -0.47052, 1.31297], [14.08255, 0.75202, 0.09568], [12.99319, -0.62319, -0.29030], [10.64073, 2.17096, 0.23729], [9.53922, 1.16279, -0.16704], [-9.03875, -3.07134, -6.11444], [-8.47064, -4.35582, -6.79902], [-6.89493, -4.50803, -6.81191], [-6.34496, -3.33495, -7.37060], [-4.95919, -3.26587, -7.12388], [-9.19375, -5.47514, -6.32541], [-8.76844, -2.17837, -6.67803], [-8.82644, -3.01391, -5.04686], [-10.12384, -3.17474, -6.11539], [-8.61949, -4.15751, -7.86044], [-6.80409, -5.40791, -7.42025], [-6.47583, -4.73526, -5.83170], [-4.43348, -4.19602, -7.33965], [-4.78597, -2.91024, -6.10819], [-4.58656, -2.48424, -7.78592], [-8.83391, -6.35802, -6.65879], [-9.04294, -5.49606, -5.32695], [0.68848, 6.19557, -9.32658], [0.36907, 5.41208, -8.07103], [-0.69027, 4.31311, -8.27506], [-2.02478, 4.85201, -8.42484], [-3.06268, 3.86797, -8.47418], [1.56163, 4.79564, -7.60462], [1.55076, 6.84655, -9.18241], [-0.16373, 6.72931, -9.74723], [0.99465, 5.54416, -10.14514], [0.01070, 5.98416, -7.21523], [-0.60233, 3.57670, -7.47626], [-0.46981, 3.68755, -9.14003], [-2.93368, 3.19609, -7.62564], [-2.87718, 3.31144, -9.39286], [-4.07791, 4.26055, -8.53167], [1.68795, 4.03349, -8.25522], [1.55012, 4.35575, -6.69552], [3.72331, -8.28716, -0.08012], [4.03508, -9.73132, 0.39782], [4.86301, -10.54415, -0.67827], [4.21780, -10.90142, -1.89728], [2.97570, -11.54088, -1.79997], [4.74781, -9.65628, 1.63877], [3.37340, -8.29185, -1.11242], [4.62040, -7.67781, 0.02957], [2.88966, -7.93332, 0.52645], [3.09105, -10.21284, 0.65286], [5.29198, -11.42651, -0.20338], [5.75553, -10.03341, -1.03972], [3.10173, -12.53791, -1.37792], [2.51894, -11.64167, -2.78450], [2.29963, -11.03937, -1.10749], [4.08432, -9.34019, 2.33156], [4.93614, -10.55778, 2.05340], [8.08633, -2.43316, -5.08354], [7.43993, -1.39270, -6.04393], [6.21133, -1.89500, -6.75379], [5.42897, -0.80721, -7.28441], [4.44048, -1.23665, -8.22756], [7.10349, -0.21641, -5.18760], [7.40922, -2.70564, -4.27398], [8.92528, -1.89762, -4.63916], [8.29138, -3.36619, -5.60844], [8.16196, -0.94277, -6.72535], [5.63177, -2.44376, -6.01145], [6.40875, -2.60146, -7.56004], [4.02739, -0.36623, -8.73729], [3.74593, -1.82205, -7.62506], [4.84384, -1.75083, -9.09993], [6.47643, -0.50842, -4.45165], [6.40263, 0.21526, -5.77288], [6.30776, 9.48991, -4.82945], [5.98469, 8.99786, -3.44826], [4.50572, 9.31772, -3.01122], [4.32975, 8.87991, -1.65279], [2.90787, 8.90711, -1.28993], [6.16692, 7.54828, -3.42349], [6.03127, 10.54274, -4.88610], [5.77964, 8.87740, -5.56023], [7.33535, 9.39265, -5.17969], [6.66852, 9.57315, -2.82414], [3.75029, 8.86198, -3.65132], [4.43874, 10.40354, -3.07903], [2.22118, 8.43224, -1.99067], [2.68174, 9.97115, -1.22077], [2.83099, 8.59047, -0.24978], [5.57515, 7.23607, -4.18009], [7.04025, 7.41143, -3.91200], [-0.85297, -3.87752, 5.80683], [0.23264, -4.89047, 6.29864], [1.54148, -4.10705, 6.56706], [2.58966, -5.03454, 7.01603], [3.86038, -4.46578, 7.27000], [-0.26076, -5.54202, 7.49013], [-1.25561, -3.17762, 6.53904], [-1.78362, -4.39463, 5.57320], [-0.61633, -3.32427, 4.89799], [0.53395, -5.65886, 5.58667], [1.37022, -3.33918, 7.32149], [1.76400, -3.63480, 5.61021], [4.39338, -4.27145, 6.33928], [4.55948, -5.10760, 7.80610], [3.76526, -3.54891, 7.85171], [-0.47556, -4.88443, 8.22603], [-1.15828, -5.99102, 7.37639], [-9.40234, -1.02388, 4.11097], [-7.89228, -0.73098, 4.29335], [-7.27089, -0.19324, 2.94676], [-7.29176, -1.31175, 2.01916], [-6.61499, -1.07618, 0.73304], [-7.58392, 0.19444, 5.39150], [-9.92463, -0.07980, 3.95599], [-9.84309, -1.56386, 4.94898], [-9.59587, -1.70309, 3.28072], [-7.55106, -1.74113, 4.51977], [-6.25965, 0.18598, 3.09403], [-7.79144, 0.69700, 2.59375], [-5.54393, -0.96497, 0.90208], [-6.90910, -0.15287, 0.23395], [-6.88070, -1.96192, 0.15600], [-7.72138, 1.13018, 5.03710], [-6.64600, 0.15565, 5.76418], [-10.77928, 4.05084, -3.30128], [-10.35035, 5.51825, -3.30604], [-8.85862, 5.78583, -3.49574], [-7.94312, 5.03415, -2.61652], [-6.67254, 5.67457, -2.53293], [-11.09729, 6.27272, -4.37624], [-10.17787, 3.54359, -2.54689], [-10.65078, 3.58393, -4.27779], [-11.80870, 3.91435, -2.96999], [-10.59239, 5.90862, -2.31755], [-8.65744, 6.82799, -3.24769], [-8.52201, 5.66547, -4.52545], [-6.06347, 4.95133, -1.99066], [-6.70966, 6.57653, -1.92204], [-6.24201, 5.98424, -3.48523], [-10.88648, 5.85104, -5.26947], [-12.06669, 6.04170, -4.21196]],
  "forces_ev_per_angstrom": [[0.0, 0.0, -0.1], [1.9, 1.8, -1.3], [-0.4, 0.0, 0.7], [-0.9, -0.5, 2.4], [0.2, -1.0, 0.6], [0.4, 0.3, -0.4], [-0.1, 0.7, -0.5], [-0.2, 0.3, -0.7], [0.5, 0.0, 0.8], [-0.2, -0.5, -0.3], [0.3, 0.2, -0.2], [0.2, -0.3, 0.0], [-0.2, 0.1, 0.0], [-0.5, -0.4, -0.1], [-0.4, -0.4, -0.6], [-0.6, -0.3, -0.3], [0.3, 0.1, -0.5], [0.6, -1.3, 0.8], [0.4, 1.5, 0.1], [-1.6, -0.8, 0.3], [0.3, -0.1, 0.1], [-0.4, 0.5, 0.0], [0.4, 0.4, 0.0], [0.3, 0.5, -0.6], [-0.1, -1.1, -0.1], [0.3, -0.2, 0.5], [-0.3, 0.3, -0.5], [0.7, -1.1, -1.7], [0.9, 2.0, 0.1], [0.6, 0.3, 1.2], [-0.1, -0.4, 0.2], [0.0, 0.9, -1.3], [-1.2, -1.0, 1.0], [-0.2, -0.1, 0.3], [-0.5, 0.0, 0.2], [0.3, -0.1, -0.2], [0.1, -0.6, -0.7], [-0.3, 0.2, -0.6], [0.2, -0.2, 0.5], [0.1, 0.0, 0.2], [-0.3, -0.2, 0.2], [-0.1, 0.6, 0.4], [0.0, 0.0, -0.3], [0.1, -0.2, 0.2], [1.5, 1.2, -0.2], [1.6, -0.8, 1.3], [0.4, 2.4, -0.5], [-1.1, -1.4, -0.5], [0.9, 0.4, 0.9], [-1.8, -0.1, -1.8], [-0.3, -0.4, 0.0], [0.2, 0.1, 0.1], [-0.3, 0.0, -0.1], [0.4, 0.2, -0.2], [-0.3, -0.1, -0.2], [0.4, -0.3, 0.7], [-0.2, -0.3, 0.3], [0.3, 0.1, -0.2], [-0.8, 0.2, 0.3], [-0.4, -1.0, -0.6], [-0.7, -0.2, 0.8], [-1.1, -0.4, -0.2], [1.1, -1.1, -0.2], [0.0, 0.4, 1.6], [-0.7, -0.4, -0.9], [-0.2, -0.5, 1.1], [-0.3, 0.5, -0.6], [0.1, 0.3, 0.2], [0.9, -0.6, -0.5], [0.3, 0.6, 1.0], [-0.2, 0.1, 0.1], [0.2, 0.2, -0.8], [0.2, -0.2, 0.3], [0.7, -0.2, 0.0], [-0.3, 0.1, 0.1], [-0.3, 0.3, -0.4], [0.2, 0.6, 0.1], [-0.6, 0.2, -0.8], [-0.1, -1.0, -0.2], [1.4, 2.5, -0.5], [-2.2, 0.3, 0.4], [0.0, -1.0, 0.1], [-0.1, 1.0, -0.4], [-0.2, -0.9, 0.6], [0.2, 0.0, 0.4], [0.6, 0.2, 0.0], [-0.1, 0.1, -0.4], [-0.6, -0.4, -0.2], [0.8, -0.1, -0.4], [0.0, 0.2, 0.3], [0.0, -0.1, 0.1], [0.2, -0.3, 0.3], [0.2, -0.1, -0.1], [0.1, -0.1, -0.3], [-0.3, -0.2, 0.4], [-0.1, 0.2, -0.4], [-1.5, -0.3, 0.7], [-1.2, 0.1, -0.6], [0.2, 0.3, 0.6], [1.6, -0.3, -0.5], [1.7, -1.0, -0.5], [-0.3, 0.2, 0.2], [0.0, 0.2, 0.4], [0.1, -0.5, 0.1], [-0.2, 0.7, -0.4], [-0.4, 0.2, 0.7], [0.2, 0.1, -0.7], [-0.3, -0.1, 0.1], [-0.3, -0.5, -0.1], [0.4, 0.5, 0.3], [0.9, -0.3, -0.1], [-0.5, 0.3, 0.2], [-0.2, -1.2, 0.2], [0.0, 0.1, -1.7], [-0.2, 0.0, 0.3], [-0.1, 0.8, 0.0], [-0.1, -0.5, 0.7], [0.8, 0.1, 1.3], [0.1, 0.0, -0.1], [-0.2, 0.1, 0.0], [0.2, 0.4, 0.1], [-0.3, -0.4, -0.9], [-0.3, -0.5, 0.3], [-0.2, 0.6, 0.3], [0.0, -0.4, 0.0], [0.2, 0.2, 0.0], [-0.2, 0.3, -0.2], [-0.1, 0.8, 0.1], [0.4, -0.6, -0.5], [-0.6, 0.6, -1.1], [0.3, 0.6, 1.7], [-0.7, -0.1, -0.4], [0.7, -0.2, -0.6], [0.7, 0.5, 0.5], [-0.7, -0.3, -0.8], [-0.3, 0.2, 0.0], [0.3, -0.6, -0.1], [0.6, 0.1, 0.1], [0.2, -0.6, -0.3], [-0.4, -0.1, 0.2], [0.4, -0.1, -0.1], [-0.4, 0.3, 0.8], [-0.6, -0.1, -0.7], [0.4, -0.8, 0.4], [0.1, -0.5, 0.7], [0.1, 1.2, -0.2], [-0.7, 0.6, -0.9], [-1.0, -0.2, 0.0], [1.8, 0.0, 0.8], [-1.5, -0.4, -0.8], [1.8, 1.5, 0.4], [0.6, 0.0, 0.1], [-0.1, 0.1, -0.5], [-0.5, 0.3, -0.2], [0.3, 0.0, 0.7], [-0.1, -0.6, 0.8], [0.1, -0.2, -0.3], [-0.5, 0.3, 0.1], [0.3, -0.4, 0.0], [-0.6, 0.2, -0.3], [0.0, -0.7, -0.3], [-0.8, -0.4, 0.1], [0.8, -0.3, 0.4], [-0.3, -0.6, -0.9], [-0.2, 1.5, 0.7], [0.4, -1.5, 0.5], [-0.9, 0.4, -0.3], [-0.1, 0.5, -0.5], [0.0, -0.6, 0.9], [0.9, 0.2, 0.5], [0.1, -0.6, -0.3], [0.3, 0.1, 0.0], [-0.5, 0.1, -0.3], [0.1, 0.1, 0.2], [0.6, 0.1, 0.0], [-0.1, 0.4, -0.3], [-0.7, -0.6, 0.3], [0.0, 0.2, 0.0], [0.4, 0.4, 0.1], [0.0, -0.3, -0.6], [0.2, 0.5, 0.1], [0.0, -0.2, -0.8], [-0.1, -1.8, 0.3], [0.5, 1.6, -0.8], [-0.6, -0.2, 1.7], [-0.9, -0.1, -0.2], [-0.3, -0.1, 0.0], [0.2, 0.4, 0.4], [0.4, 0.3, -0.4], [1.0, 0.3, 0.0], [0.5, -0.4, 0.2], [-0.7, -0.1, -0.3], [0.2, -0.4, 0.0], [-0.5, 0.0, 0.0], [0.3, 0.3, -0.2], [-0.1, 0.3, 0.2], [0.1, -0.3, -0.3], [0.7, 0.0, 0.6], [-0.3, -0.4, -0.7], [1.3, 0.1, 0.8], [-1.1, 0.6, -1.1], [-0.5, -0.4, 0.7], [0.6, -0.1, 1.3], [0.2, -0.3, -0.2], [0.1, -0.1, 0.0], [-0.1, 0.3, -0.2], [-0.3, 0.4, -0.1], [-0.4, 0.3, -0.1], [-0.1, -0.3, -0.3], [0.3, 0.1, -0.3], [-0.3, 0.2, 0.2], [0.0, -0.4, -0.3], [0.2, -0.1, -0.2], [-0.3, 0.2, -0.1]],
  "mulliken_charge": [0.036, 0.075, -0.316, -0.318, 0.765, -0.247, -0.260, -0.259, -0.098, -1.269, 0.333, 0.303, 0.385, 0.255, 0.313, 0.332, -1.188, 0.556, -1.250, -0.379, 0.319, 0.369, 0.322, 0.205, 0.360, 0.332, 0.344, -1.412, 0.572, -0.696, -0.303, -0.751, -0.741, 0.327, 0.426, 0.318, 0.237, 0.382, 0.257, 0.252, 0.286, 0.318, 0.268, 0.258, -1.405, 0.535, -0.851, -0.320, -0.723, -0.770, 0.356, 0.373, 0.339, 0.326, 0.375, 0.395, 0.290, 0.278, 0.269, 0.289, 0.244, -1.443, 0.295, -0.762, -0.316, -0.731, -0.738, 0.346, 0.336, 0.380, 0.339, 0.405, 0.406, 0.295, 0.245, 0.315, 0.345, 0.280, -1.346, 0.308, -0.615, -0.320, -0.759, -0.682, 0.331, 0.335, 0.408, 0.250, 0.301, 0.375, 0.315, 0.308, 0.251, 0.269, 0.272, -1.403, 0.412, -0.776, -0.328, -0.688, -0.702, 0.362, 0.341, 0.320, 0.346, 0.420, 0.349, 0.291, 0.295, 0.239, 0.245, 0.277, -1.347, 0.578, -0.697, -0.318, -0.649, -0.803, 0.297, 0.377, 0.351, 0.303, 0.347, 0.256, 0.296, 0.249, 0.249, 0.274, 0.238, -1.343, 0.339, -0.634, -0.355, -0.752, -0.782, 0.340, 0.372, 0.344, 0.303, 0.301, 0.394, 0.267, 0.311, 0.291, 0.264, 0.341, -1.504, 0.385, -0.717, -0.285, -0.769, -0.663, 0.366, 0.370, 0.391, 0.259, 0.375, 0.341, 0.290, 0.326, 0.270, 0.266, 0.281, -1.376, 0.348, -0.750, -0.303, -0.714, -0.645, 0.343, 0.378, 0.377, 0.271, 0.397, 0.349, 0.280, 0.262, 0.294, 0.248, 0.240, -1.296, 0.311, -0.616, -0.305, -0.694, -0.675, 0.299, 0.327, 0.331, 0.286, 0.372, 0.364, 0.275, 0.287, 0.227, 0.260, 0.247, -1.369, 0.510, -0.659, -0.312, -0.759, -0.733, 0.312, 0.321, 0.410, 0.206, 0.341, 0.298, 0.245, 0.317, 0.310, 0.277, 0.285],
  "charge": 0,
  "multiplicity": 3,
  "gap_ev": [6.8, 4.3],
  "total_energy_ev": -111729.4462,
  "s2": 2.0078,
  "e_homo_ev": [-6.7, -6.7]
}